[1]
A molecular structure, C21H31ClLaN2O2. Source: the OMol25 dataset; level of theory: ωB97M-V/def2-TZVPD.

## Properties
LUMO level (alpha / beta), eV: 2.54 / 2.55
Charge: -1
Kohn-Sham gap (alpha / beta), eV: 2.30 / 3.29

CARTESIAN COORDINATES (ANGSTROEM)
H: 3.129 0.796 4.326
H: 2.479 3.575 1.395
Cl: 0.075 -3.580 -1.461
C: 3.438 1.201 -0.062
H: -2.950 -2.374 -0.606
H: 1.466 -2.384 -0.866
H: -4.078 1.708 -1.456
C: -3.328 -0.331 -1.247
H: 2.892 -2.431 2.557
C: -3.522 -1.489 -0.296
La: 0.762 -0.527 -0.866
H: -4.595 -1.755 -0.283
C: 0.754 0.020 3.693
C: 3.276 0.082 3.505
C: 2.632 3.998 0.399
H: -3.227 -1.225 0.739
C: 3.047 0.653 1.322
C: -0.460 -4.484 0.072
H: -3.860 -1.753 -2.833
H: -0.701 1.085 -4.403
H: -1.271 3.238 -3.991
H: -5.167 0.565 -0.640
H: -1.251 4.602 -2.883
C: 0.552 1.658 -2.620
O: -2.678 -0.134 -3.521
H: -4.721 -0.195 -2.979
C: -1.691 0.200 -2.748
H: 2.015 -2.349 4.108
C: 2.378 1.896 -0.954
C: -0.366 0.677 -3.389
H: 0.430 -5.005 0.484
N: -1.854 0.009 -1.443
C: -3.774 -0.663 -2.673
H: -0.173 -0.427 3.308
H: -3.749 1.196 0.236
H: 4.329 1.894 0.167
H: 0.301 4.595 -0.905
H: -1.140 -5.194 -0.380
H: 0.827 -0.212 4.770
O: 3.851 0.808 2.335
H: 3.714 4.018 0.256
H: 4.003 -0.682 3.827
C: -1.161 3.500 -2.936
H: 0.694 1.108 3.569
H: 2.309 5.042 0.456
C: 1.995 -2.036 3.051
C: 0.112 2.969 -2.311
C: 0.749 3.693 -1.288
H: 0.240 -0.241 -3.603
H: 1.105 -2.484 2.578
H: -0.878 -3.786 0.774
C: -4.111 0.868 -0.744
H: 3.840 0.350 -0.635
C: 1.974 -0.522 2.977
C: 1.925 3.197 -0.683
C: 1.672 1.236 -1.961
H: -2.067 3.120 -2.443
N: 1.940 -0.067 1.519

***

[2]
A molecular structure, C21H31CoINO2P2. Source: the OMol25 dataset; level of theory: ωB97M-V/def2-TZVPD.

## Properties
LUMO level (alpha / beta), eV: -6.25 / -8.37
<S²>: 6.064
Charge: +2
Kohn-Sham gap (alpha / beta), eV: 7.22 / 6.22
Multiplicity: 5

CARTESIAN COORDINATES (ANGSTROEM)
C: 0.345 0.474 2.101
C: -3.161 0.710 -2.471
N: -0.061 -0.348 1.039
C: -0.777 -4.411 1.845
H: 4.108 1.687 0.270
Co: -0.053 0.333 -0.798
C: 3.021 1.653 0.434
H: 3.058 0.014 -2.998
C: -3.189 -1.038 -0.203
H: -0.964 2.126 1.596
C: -0.007 2.412 3.523
H: -2.755 2.721 0.045
H: -0.891 -0.078 -5.890
H: 0.003 1.444 -6.210
H: -0.879 -3.806 3.925
H: 4.242 0.966 -2.040
C: 0.000 0.511 -5.639
H: -0.621 -1.403 3.435
O: -0.029 1.992 -3.698
I: 0.066 -0.922 -2.874
H: 3.031 -1.168 0.921
H: -3.293 1.442 1.194
H: 2.501 -1.982 -0.583
H: -0.603 -4.689 -0.297
H: -2.677 1.535 -3.012
C: -0.739 -3.484 2.893
C: -0.267 1.727 2.339
C: 0.926 1.922 4.440
P: -2.389 0.478 -0.832
H: -4.223 0.967 -2.314
H: 2.787 1.771 -2.708
H: -3.098 -0.218 -3.059
H: 2.819 1.345 1.469
H: -0.555 3.331 3.726
H: -0.045 -2.313 -0.754
C: 3.172 0.837 -2.276
C: 0.001 0.887 -4.196
C: -0.001 2.091 -0.961
P: 2.296 0.450 -0.727
H: -3.002 -1.110 0.876
C: -0.268 -1.693 1.311
C: -0.552 -2.132 2.625
C: -0.556 -3.978 0.530
H: -4.287 1.838 -0.245
H: 2.592 2.649 0.265
H: 0.885 -0.086 -5.891
H: 1.979 -0.827 2.713
O: -0.013 3.257 -0.855
H: -2.781 -1.924 -0.701
H: 1.133 2.476 5.356
C: 3.043 -1.121 -0.175
C: -0.258 -2.647 0.269
H: 4.086 -1.151 -0.521
C: -3.260 1.751 0.140
H: -4.272 -0.980 -0.380
H: 2.396 0.366 4.854
C: 1.387 0.059 2.975
H: -0.995 -5.463 2.045
C: 1.644 0.754 4.154

***

[3]
A molecular structure, C21H31CoN5O6S. Source: the OMol25 dataset; level of theory: ωB97M-V/def2-TZVPD.

## Properties
LUMO level (alpha / beta), eV: -0.08 / -0.45
<S²>: 3.784
Charge: 0
Kohn-Sham gap (alpha / beta), eV: 5.21 / 7.55
Multiplicity: 4

CARTESIAN COORDINATES (ANGSTROEM)
H: 2.110 2.189 2.405
C: 1.231 1.645 2.763
C: 0.432 2.119 3.799
O: 1.791 0.757 -3.072
O: -4.761 3.059 -2.080
H: -5.531 2.472 -1.985
H: -2.245 -3.744 -2.534
H: -0.667 -3.407 -3.303
C: 3.292 -2.119 2.360
C: 1.538 -2.945 0.894
H: -1.757 -0.499 4.022
N: 1.102 -0.351 -0.471
O: -1.735 0.752 -4.307
C: -0.920 0.110 3.676
N: -1.644 -0.408 -0.192
C: -1.199 -2.061 -1.748
C: 0.619 2.937 -0.585
H: -0.831 1.779 -2.583
C: 1.349 2.553 -1.741
H: -1.888 1.032 0.968
C: 3.506 -3.415 2.831
H: -0.217 -1.394 2.271
H: 0.654 3.092 4.243
H: 1.606 -0.916 -1.166
H: 1.147 -5.063 0.980
H: -2.630 1.885 -2.340
C: 1.754 -4.243 1.371
C: -0.110 -0.378 2.652
H: 1.657 4.741 -0.146
C: 2.292 -1.885 1.401
C: -0.646 1.352 4.251
C: 0.853 4.123 0.267
N: -0.388 -1.091 -2.220
Co: -0.495 0.558 -1.339
C: 0.918 0.416 2.159
S: 2.008 -0.185 0.871
H: -2.011 0.199 -2.213
N: 1.001 1.337 -2.239
H: 4.275 -3.593 3.584
C: -2.808 -2.561 0.209
C: -1.916 -1.673 -0.575
O: -1.120 2.344 0.780
H: -3.422 -3.171 -0.467
H: -0.056 4.736 0.334
H: 2.904 -5.488 2.711
H: 1.137 3.827 1.286
C: 2.736 -4.475 2.339
H: 2.553 3.090 -3.411
H: -4.735 3.555 -1.242
H: -3.470 -1.974 0.856
O: 0.573 -1.440 -3.063
H: 3.448 2.941 -1.884
C: -1.762 1.241 -2.408
H: 3.877 -1.274 2.723
H: 0.778 -2.751 0.135
C: -1.213 -3.414 -2.353
N: -0.365 2.061 -0.230
H: 1.116 -0.529 -3.188
C: 2.500 3.274 -2.332
O: -2.245 0.049 0.918
H: -2.126 1.553 -4.693
H: -0.744 -4.152 -1.685
H: -2.230 -3.254 0.841
H: -1.283 1.727 5.055
H: 2.410 4.351 -2.161

***

[4]
A molecular structure, C21H31CuO4. Source: the OMol25 dataset; level of theory: ωB97M-V/def2-TZVPD.

## Properties
LUMO level (alpha / beta), eV: 2.88 / 2.37
<S²>: 0.766
Charge: -1
Kohn-Sham gap (alpha / beta), eV: 6.79 / 6.23
Multiplicity: 2

CARTESIAN COORDINATES (ANGSTROEM)
H: 0.700 1.629 4.805
C: 0.016 -0.629 -3.776
C: -2.161 0.008 2.016
C: 1.294 1.500 3.905
C: -1.237 -1.792 3.122
H: 0.207 2.792 2.398
C: -1.949 2.138 -1.725
C: 0.535 -1.480 -4.945
H: -2.595 -2.064 1.365
C: 1.985 1.597 1.694
H: 0.831 -3.017 -2.247
H: -0.332 -0.213 -1.351
H: 2.495 -2.310 -4.623
C: 2.924 0.818 2.434
H: 1.216 -3.542 -4.531
H: -1.099 -2.802 3.488
H: 1.954 -1.960 3.500
H: -1.388 1.553 3.447
H: 2.732 -3.483 2.935
C: 1.394 -2.239 -2.773
H: -1.352 2.248 -3.791
C: -0.774 -0.604 3.784
H: -0.434 2.432 -0.079
C: -1.976 2.793 -3.077
C: 1.855 -2.832 2.844
H: -2.810 0.599 1.373
C: -1.054 0.529 -1.003
C: -0.534 1.970 -1.076
H: -1.607 3.820 -2.942
H: -3.011 2.783 -3.444
H: 0.983 -3.420 3.155
H: 0.127 0.460 -3.928
O: -2.224 0.719 -1.882
H: -0.199 -0.542 4.702
H: -3.895 2.686 -1.028
O: 0.738 -0.971 -2.533
H: 3.014 0.260 4.614
H: -2.593 3.878 -0.752
H: 1.086 -0.829 -5.632
H: -0.290 -1.970 -5.478
H: 2.032 1.893 0.645
C: -2.860 2.815 -0.732
C: 1.476 -2.510 -4.289
C: -2.065 -1.407 2.044
C: -1.370 0.526 3.095
H: -1.359 0.301 0.026
Cu: 0.555 0.103 2.236
H: 3.836 0.389 2.025
O: 2.005 -3.320 0.543
C: 0.993 2.070 2.619
O: 1.177 -1.305 1.060
H: -2.729 2.439 0.286
H: -1.068 -0.808 -3.641
C: 2.497 0.745 3.786
H: 0.270 2.230 -1.788
C: 1.667 -2.472 1.398
H: 2.371 -2.200 -2.278

***

no.,F_max (eV/Å),calculated total energy (a.u.)
1,4.291,-1570.3338
2,7.921,-3386.6304
3,7.695,-3324.5205
4,3.091,-2760.1355